1.
55
Properties=species:S:1:pos:R:3:nbo_charge:R:1 method="wB97M-V/def2-TZVPD" e_lumo_ev=0.5 fmax_ha_per_bohr=0.1496 spin_multiplicity=1 gap_ev=8.54 e_tot_ha=-1761.57613
Ag 2.9118 27.5768 -9.2046 0.895
B 6.1502 29.2898 -9.3059 1.315
F 7.0805 28.3037 -9.5350 -0.568
F 5.8389 29.7964 -10.5623 -0.572
F 5.0708 28.6863 -8.8697 -0.562
F 6.5925 30.3426 -8.4567 -0.564
C 1.8528 30.4147 -12.2502 -0.636
C 1.7510 29.0754 -11.4422 -0.083
C 0.8117 28.0329 -12.1098 -0.086
O -0.4417 28.6071 -12.5720 -0.539
C -1.2460 29.0410 -11.4459 -0.268
N 3.0904 28.5977 -11.3311 -0.885
H 2.2927 30.2847 -13.2390 0.203
H 2.5024 31.1491 -11.7738 0.212
H 0.8530 30.8487 -12.2401 0.209
H 1.5511 29.2750 -10.3895 0.209
H 0.7258 27.2037 -11.4076 0.202
H 1.1532 27.6286 -13.0627 0.189
H -2.2934 29.2750 -11.6366 0.193
H -0.8042 29.8645 -10.8848 0.156
H -1.2096 28.3089 -10.6392 0.172
H 3.5814 29.3606 -10.8872 0.401
H 3.4371 28.4969 -12.2743 0.364
C 2.9359 30.3351 -7.2977 0.769
O 2.4422 29.9688 -8.3736 -0.769
N 2.5859 31.4081 -6.6529 -0.823
N 3.7765 29.6523 -6.6655 -0.784
H 1.9368 31.9869 -7.1665 0.401
H 2.7584 31.5937 -5.6752 0.394
H 4.2070 30.0366 -5.8366 0.380
H 4.2909 28.9832 -7.2203 0.436
C 4.1149 24.8173 -10.5595 0.754
O 3.1916 25.4122 -10.1334 -0.703
N 5.3471 25.1625 -10.4591 -0.808
N 3.9679 23.7531 -11.2558 -0.826
H 6.0874 24.5203 -10.7035 0.374
H 5.7218 25.9213 -9.9080 0.421
H 2.9704 23.6053 -11.3116 0.411
H 4.6900 23.1155 -11.5594 0.396
C -0.2961 27.3056 -8.0949 0.754
O 0.4842 27.0128 -8.9032 -0.695
N -0.5463 28.5733 -7.9913 -0.830
N -1.0029 26.5742 -7.3252 -0.811
H -0.0297 29.1552 -8.6352 0.420
H -1.4029 28.8984 -7.5663 0.370
H -1.5495 27.0818 -6.6442 0.393
H -0.6773 25.6196 -7.2717 0.415
C 5.2054 26.2890 -6.7041 0.740
O 4.1243 26.6264 -6.9783 -0.691
N 6.3063 26.7136 -7.1618 -0.822
N 5.4235 25.4768 -5.7478 -0.811
H 7.1883 26.2675 -6.9537 0.385
H 6.2375 27.4616 -7.8369 0.431
H 4.5927 24.9891 -5.4442 0.399
H 6.3611 25.1155 -5.6457 0.374



2.
68
Properties=species:S:1:pos:R:3:nbo_charge:R:1 method="wB97M-V/def2-TZVPD" e_lumo_ev=3.3 fmax_ha_per_bohr=0.0156 spin_multiplicity=1 gap_ev=9.19 e_tot_ha=-2629.22069 total_charge=-2
O -15.9466 13.5985 -25.5993 -0.563
C -15.4474 13.8308 -24.5373 0.676
O -14.1520 13.9029 -24.2769 -0.644
B -13.9417 14.0514 -22.8283 1.155
O -15.2838 14.1882 -22.2418 -0.657
C -16.1916 14.0734 -23.1999 0.675
O -17.3776 14.1341 -23.0601 -0.559
O -13.0920 15.2278 -22.5186 -0.645
C -12.1607 14.8714 -21.6616 0.680
O -11.3548 15.5737 -21.1204 -0.566
C -12.2496 13.3476 -21.4573 0.674
O -13.1860 12.8920 -22.3026 -0.681
O -11.6251 12.6734 -20.6984 -0.542
O -17.4771 5.5077 -29.8660 -0.598
C -16.6945 6.3985 -29.6877 0.705
O -16.7649 7.3203 -28.7613 -0.642
B -15.4856 8.0764 -28.7139 1.196
O -14.7306 7.6103 -29.9126 -0.662
C -15.3807 6.6112 -30.4663 0.717
O -14.9757 5.9123 -31.3595 -0.613
O -15.7425 9.5131 -28.7004 -0.673
C -15.1926 10.0625 -27.6193 0.695
O -15.1210 11.2206 -27.3499 -0.540
C -14.5451 8.9096 -26.7914 0.694
O -14.7359 7.7900 -27.4997 -0.708
O -13.9631 8.9999 -25.7616 -0.512
O -18.6638 4.1912 -32.1766 -0.962
H -18.1573 4.5100 -31.4139 0.491
H -18.8042 4.9742 -32.7170 0.465
O -14.4062 10.8884 -31.2196 -0.933
H -14.5944 10.5229 -30.3473 0.473
H -14.6835 10.2015 -31.8323 0.459
O -16.7382 10.3545 -24.6009 -0.949
H -16.1068 10.8936 -25.0954 0.480
H -16.8307 10.8087 -23.7584 0.469
O -16.1166 6.5861 -33.8893 -0.960
H -15.9199 6.3149 -32.9782 0.486
H -15.3292 7.0634 -34.1657 0.465
O -19.0308 3.5161 -28.6472 -0.956
H -19.1106 2.6985 -28.1450 0.473
H -19.8834 3.6575 -29.0726 0.493
O -19.0566 7.1583 -26.2542 -0.943
H -18.5508 6.9185 -27.0386 0.478
H -19.1932 8.1072 -26.3322 0.465
O -14.1735 13.7240 -28.3926 -0.963
H -14.2142 12.8328 -28.0185 0.486
H -14.6712 14.2352 -27.7461 0.473
O -12.0068 9.9013 -22.4139 -0.960
H -12.5273 10.7107 -22.3242 0.484
H -12.2461 9.5519 -23.2795 0.473
O -11.0671 7.2424 -25.3060 -0.938
H -11.9584 7.0794 -25.6342 0.477
H -10.8019 6.4222 -24.8810 0.461
O -16.5003 3.6130 -27.2998 -0.988
H -16.6303 4.2813 -26.6160 0.482
H -17.2448 3.6994 -27.9096 0.491
O -12.6992 4.0415 -31.4958 -0.956
H -11.8948 4.5532 -31.3737 0.460
H -13.4115 4.6906 -31.4046 0.490
O -16.1321 6.2685 -25.9889 -0.955
H -15.6681 5.6966 -25.3686 0.459
H -15.4623 6.5140 -26.6416 0.482
O -20.2956 6.1683 -29.7213 -0.966
H -19.4012 5.8245 -29.8802 0.489
H -20.1822 7.1187 -29.6363 0.467
O -12.1714 8.6304 -31.6544 -0.948
H -12.9167 8.3094 -31.1333 0.479
H -11.4867 8.8174 -31.0061 0.468



3.
50
Properties=species:S:1:pos:R:3:nbo_charge:R:1 method="wB97M-V/def2-TZVPD" e_lumo_ev=2.6 fmax_ha_per_bohr=0.1522 spin_multiplicity=1 gap_ev=8.13 e_tot_ha=-1272.47873 total_charge=-1
N 9.5673 8.9214 -12.8349 0.726
O 10.7415 9.2163 -12.9636 -0.590
O 9.1852 7.9331 -13.4645 -0.587
O 8.8279 9.5388 -12.1143 -0.542
C 3.9212 10.4537 -12.3285 -0.248
O 5.0447 11.3285 -12.4913 -0.730
H 3.0042 11.0095 -12.5242 0.171
H 3.9035 9.6943 -13.1103 0.160
H 3.9424 10.0145 -11.3312 0.167
H 5.8236 10.8414 -12.2127 0.481
C 11.7626 13.0579 -10.1031 -0.246
O 10.3677 12.7150 -9.8619 -0.751
H 11.8153 13.8527 -10.8471 0.167
H 12.1921 13.4388 -9.1766 0.165
H 12.3470 12.1928 -10.4167 0.174
H 10.0937 11.9209 -10.3266 0.490
C 9.5730 13.1547 -15.2661 -0.243
O 10.8646 12.6632 -14.8222 -0.762
H 9.1372 13.6045 -14.3740 0.169
H 9.7491 13.9548 -15.9850 0.171
H 8.9207 12.3887 -15.6855 0.172
H 10.8678 11.8448 -14.3205 0.492
C 7.5604 7.8699 -18.2591 0.749
O 7.2047 7.9741 -19.4124 -0.688
N 7.0725 8.5138 -17.2496 -0.822
N 8.4386 7.0190 -17.7785 -0.833
H 6.3602 9.2156 -17.3924 0.399
H 7.3897 8.3258 -16.3093 0.396
H 8.9753 6.4864 -18.4481 0.400
H 8.6191 7.0761 -16.7864 0.397
C 15.4194 7.7623 -12.4576 0.743
O 16.6032 7.3912 -12.3658 -0.707
N 14.9684 8.9724 -12.3110 -0.823
N 14.3885 7.0329 -12.5676 -0.806
H 15.6558 9.6838 -12.1074 0.402
H 13.9680 9.0869 -12.3894 0.400
H 13.4920 7.4281 -12.8129 0.396
H 14.4496 6.0325 -12.6927 0.394
C 7.7668 4.5381 -9.7190 -0.640
C 6.2792 5.0612 -9.5707 0.105
C 5.5978 5.2522 -10.9193 -0.636
O 5.4944 4.1823 -8.8700 -0.719
H 7.7955 3.6876 -10.4001 0.191
H 8.2690 4.2564 -8.7935 0.210
H 8.3738 5.3353 -10.1481 0.227
H 6.3197 5.9639 -8.9611 0.175
H 4.5247 5.3997 -10.7977 0.210
H 5.7107 4.3181 -11.4695 0.189
H 5.9262 6.0799 -11.5479 0.229
H 5.4913 3.3114 -9.2739 0.457



4.
42
Properties=species:S:1:pos:R:3:nbo_charge:R:1 method="wB97M-V/def2-TZVPD" e_lumo_ev=0.5 fmax_ha_per_bohr=0.0545 spin_multiplicity=1 gap_ev=9.96 e_tot_ha=-772.95377 smiles=CCO.CCO.CCO.CCO.O.O
O -1.7054 -2.0847 -2.0529 -0.956
H -2.2255 -1.8951 -2.8338 0.457
H -1.0243 -1.4121 -2.0491 0.492
O 0.2958 -0.4272 -0.8741 -0.985
H 0.2937 0.5274 -0.9456 0.477
H 1.2172 -0.6568 -0.7535 0.496
C -2.9534 -0.4278 0.7421 -0.633
C -2.3878 -1.8176 1.2331 -0.065
O -3.4665 -2.5085 1.8185 -0.716
H -3.3562 0.2275 1.5144 0.205
H -3.8059 -0.6803 0.1116 0.211
H -2.2579 0.2750 0.2833 0.210
H -1.4803 -1.6119 1.8007 0.144
H -2.0660 -2.5367 0.4798 0.181
H -3.0461 -3.3167 2.1214 0.460
C 1.6667 -2.2384 2.7427 -0.658
C 0.8686 -1.3159 3.6913 -0.056
O 1.2675 -0.0290 3.8954 -0.698
H 2.7237 -2.3215 2.9956 0.206
H 1.4393 -2.0400 1.6953 0.215
H 1.2483 -3.2432 2.8026 0.215
H 0.9566 -1.7066 4.7050 0.166
H -0.1778 -1.3990 3.3977 0.150
H 1.2535 0.4021 3.0377 0.459
C -2.4576 3.8078 -2.4346 -0.638
C -1.6087 2.5992 -2.4444 -0.072
O -0.3670 2.8511 -1.7190 -0.733
H -3.4238 3.7495 -2.9358 0.222
H -1.8493 4.5339 -2.9738 0.193
H -2.6479 4.2667 -1.4644 0.222
H -1.2904 2.3339 -3.4526 0.164
H -2.0500 1.7345 -1.9488 0.186
H 0.0738 3.4601 -2.3161 0.457
C 3.4000 1.2213 -1.3182 -0.645
C 3.8952 -0.0191 -0.5546 -0.072
O 2.9093 -1.1068 -0.5083 -0.750
H 2.5434 1.7401 -0.8879 0.214
H 3.0506 1.0447 -2.3355 0.217
H 4.1838 1.9786 -1.3385 0.221
H 4.1740 0.3134 0.4453 0.176
H 4.7168 -0.4358 -1.1372 0.172
H 3.4700 -1.8364 -0.2345 0.484



5.
55
Properties=species:S:1:pos:R:3:nbo_charge:R:1 method="wB97M-V/def2-TZVPD" e_lumo_ev=-2.2 fmax_ha_per_bohr=0.0219 spin_multiplicity=1 gap_ev=7.44 e_tot_ha=-2074.23578 total_charge=+1
Ca -0.0587 0.2728 -0.1073 1.823
C -1.5294 2.6509 2.3481 -0.635
C -1.0911 3.0931 0.9590 -0.047
O -1.3247 2.2098 -0.0782 -1.049
H -1.2300 3.4369 3.0531 0.198
H -1.0046 1.7676 2.7068 0.213
H -2.6157 2.5635 2.3665 0.197
H -0.0117 3.3976 1.0169 0.095
H -1.5101 4.0989 0.7507 0.130
C -0.2179 0.8922 -3.6463 -0.262
O -0.0640 -0.2698 -2.8273 -0.753
H -0.5884 0.5790 -4.6229 0.170
H -0.9420 1.5718 -3.1971 0.201
H 0.7080 1.4636 -3.7218 0.186
H 0.2312 -1.0025 -3.3696 0.471
C 2.0529 -0.1002 2.6060 0.805
O 1.0055 0.1489 2.0250 -0.730
N 3.1276 0.7284 2.5179 -0.834
N 2.2424 -1.2586 3.3012 -0.828
H 4.0381 0.5305 2.8933 0.393
H 3.0849 1.5097 1.8878 0.414
H 3.1738 -1.5905 3.4720 0.395
H 1.4752 -1.8988 3.2029 0.410
C 1.7693 2.8071 -1.2095 0.794
O 1.7036 1.5779 -1.0706 -0.783
N 2.9434 3.4847 -1.0586 -0.835
N 0.6792 3.5632 -1.4638 -0.835
H 2.9725 4.4865 -1.0319 0.399
H 3.7816 2.9694 -0.8696 0.403
H -0.2291 3.1330 -1.2854 0.454
H 0.7771 4.5588 -1.3771 0.385
C -2.7151 -1.0441 2.1521 0.793
O -1.6502 -0.5496 1.8220 -0.698
N -3.8948 -0.5272 1.7005 -0.839
N -2.7875 -2.0765 3.0680 -0.842
H -3.7769 0.2437 1.0595 0.421
H -4.7575 -1.0365 1.6406 0.392
H -1.8467 -2.4207 3.1850 0.395
H -3.5511 -2.7282 3.0959 0.394
C -2.1999 -2.2702 -1.3188 0.798
O -1.5493 -1.3764 -0.7855 -0.735
N -2.5822 -2.1846 -2.6223 -0.834
N -2.5021 -3.4269 -0.6636 -0.847
H -3.0498 -2.9794 -3.0163 0.399
H -2.2416 -1.3839 -3.1229 0.428
H -3.2972 -3.9914 -0.9038 0.399
H -2.0675 -3.5928 0.2256 0.412
C 2.3090 -2.1933 -0.9715 0.803
O 1.5528 -1.3193 -0.5543 -0.739
N 1.8710 -3.1961 -1.7829 -0.825
N 3.6264 -2.2234 -0.6387 -0.826
H 2.5392 -3.8276 -2.1896 0.395
H 0.9760 -3.1198 -2.2284 0.406
H 4.2725 -2.6637 -1.2703 0.396
H 3.9733 -1.4878 -0.0504 0.412